# 1
A structure of composition C13H34F2N2O9S2V. Source: the OMol25 dataset; level of theory: ωB97M-V with the def2-TZVPD basis set.

Lowest unoccupied orbital energy (spin up / spin down), eV: -0.62 / -0.77
2S+1: 4
HOMO level (spin up / spin down), eV: -7.00 / -7.06

Geometry as XYZ:
```
63
C13H34F2N2O9S2V (ωB97M-V with the def2-TZVPD basis set)
V -16.13 17.61 8.45
N -16.91 16.84 6.77
S -16.64 15.87 5.59
O -15.89 16.50 4.50
O -17.50 14.72 5.32
F -15.44 15.26 6.48
S -18.58 17.09 6.14
O -19.60 16.27 6.75
O -18.78 17.51 4.75
F -18.81 18.54 6.85
C -17.50 22.47 7.14
C -16.20 21.80 6.67
C -15.24 22.94 6.05
C -14.55 23.76 7.16
C -13.65 22.82 7.99
C -14.53 21.67 8.63
N -15.44 21.00 7.63
O -16.22 19.78 8.16
C -15.31 22.22 9.78
C -13.45 20.66 9.16
C -16.63 21.07 5.34
H -18.30 21.75 7.32
H -17.88 23.04 6.29
H -17.48 23.09 8.04
H -15.74 23.64 5.37
H -14.49 22.53 5.38
H -15.26 24.27 7.81
H -14.05 24.53 6.56
H -13.22 23.40 8.80
H -12.83 22.47 7.36
H -15.88 23.06 9.39
H -14.83 22.57 10.70
H -15.98 21.46 10.19
H -12.76 21.08 9.89
H -12.82 20.20 8.40
H -13.90 19.85 9.73
H -17.32 20.26 5.61
H -15.76 20.56 4.92
H -17.23 21.69 4.67
C -16.75 14.65 9.12
O -15.68 15.57 8.97
H -17.34 14.83 10.02
H -17.47 14.65 8.30
H -16.38 13.67 9.40
H -15.02 15.29 9.61
C -20.71 14.65 10.10
O -19.86 15.65 10.63
H -20.44 13.62 10.31
H -21.76 14.90 10.25
H -20.61 14.68 9.02
H -20.05 15.78 11.57
C -13.68 18.03 6.49
O -14.07 17.53 7.76
H -12.77 18.62 6.61
H -13.37 17.24 5.80
H -14.35 18.75 6.02
H -13.29 17.03 7.99
C -14.60 12.27 7.05
O -14.38 12.18 8.47
H -14.71 11.31 6.54
H -15.57 12.72 6.81
H -13.76 12.85 6.68
H -13.57 11.67 8.57
```

# 2
A structure of composition C13H35N4O4S2. Source: the OMol25 dataset; level of theory: ωB97M-V with the def2-TZVPD basis set.

Lowest unoccupied orbital energy, eV: 2.70
Net charge: -1
HOMO level, eV: -5.85

Geometry as XYZ:
```
58
C13H35N4O4S2 (ωB97M-V with the def2-TZVPD basis set)
C 1.77 -1.16 1.66
S 1.09 0.45 1.12
O 2.22 1.42 1.15
O 0.61 0.31 -0.29
N -0.07 1.03 2.18
S -1.27 -0.11 2.41
N -2.04 -0.51 0.95
O -2.30 0.54 3.26
O -0.82 -1.36 3.10
H 1.02 -1.92 1.47
H 1.99 -1.16 2.73
H 2.68 -1.31 1.07
H -1.80 0.15 0.22
H -1.79 -1.46 0.69
C 1.82 4.61 -0.18
C 3.06 4.26 -0.98
N 3.35 5.20 -2.05
C 4.36 4.73 -2.98
C 5.78 4.52 -2.45
C 3.47 6.60 -1.66
C 4.52 6.96 -0.61
H 0.95 4.71 -0.83
H 1.62 3.81 0.54
H 1.94 5.54 0.39
H 2.89 3.28 -1.42
H 3.91 4.15 -0.29
H 4.41 5.41 -3.84
H 4.01 3.78 -3.39
H 6.31 5.46 -2.30
H 6.36 3.94 -3.17
H 5.79 3.96 -1.51
H 2.49 6.92 -1.28
H 3.63 7.21 -2.55
H 4.54 6.25 0.22
H 4.31 7.94 -0.19
H 5.52 7.01 -1.04
C -1.66 -5.88 -0.20
C -2.73 -5.60 0.85
N -3.49 -4.39 0.60
C -4.31 -3.97 1.73
C -5.45 -4.90 2.16
C -4.12 -4.30 -0.70
C -5.12 -5.40 -1.09
H -0.99 -5.03 -0.31
H -1.07 -6.75 0.10
H -2.10 -6.11 -1.17
H -2.22 -5.49 1.82
H -3.38 -6.48 0.95
H -4.71 -2.98 1.53
H -3.64 -3.83 2.59
H -6.30 -4.84 1.48
H -5.82 -4.59 3.14
H -5.14 -5.94 2.25
H -3.34 -4.28 -1.46
H -4.62 -3.33 -0.79
H -4.76 -6.40 -0.83
H -5.28 -5.39 -2.17
H -6.09 -5.26 -0.62
```

# 3
A cluster of 2 separate species, C13H36BO3SSi2 in total. Source: the OMol25 dataset; level of theory: ωB97M-V with the def2-TZVPD basis set.

Lowest unoccupied orbital energy, eV: -2.71
Net charge: +1
HOMO level, eV: -12.06

Geometry as XYZ:
```
56
C13H36BO3SSi2 (ωB97M-V with the def2-TZVPD basis set)
C -5.14 -3.85 0.29
C -3.74 -3.60 0.85
C -3.41 -4.77 1.80
C -2.66 -3.57 -0.24
C -2.39 -2.23 -0.90
S -2.06 -0.83 0.21
C -3.71 -0.18 0.58
C -1.29 -1.43 1.70
B -1.47 -0.39 2.93
O -2.31 -0.72 3.92
O -0.83 0.80 3.00
H -5.10 -4.73 -0.33
H -5.82 -4.04 1.11
H -5.50 -3.03 -0.31
H -3.73 -2.71 1.47
H -2.43 -4.61 2.25
H -4.16 -4.83 2.58
H -3.39 -5.68 1.23
H -1.75 -4.03 0.13
H -3.01 -4.22 -1.04
H -1.49 -2.30 -1.50
H -3.18 -1.92 -1.58
H -3.79 0.10 1.62
H -4.43 -0.95 0.35
H -3.83 0.65 -0.09
H -0.24 -1.51 1.46
H -1.62 -2.42 2.00
H -2.68 -1.61 3.80
H 0.13 0.68 2.89
O 2.63 2.96 -1.46
Si 1.88 1.95 -0.42
C 2.49 2.22 1.33
C 2.20 0.16 -0.89
C 0.04 2.24 -0.47
Si 4.16 3.33 -2.00
C 4.05 4.70 -3.27
C 4.94 1.83 -2.79
C 5.23 3.90 -0.58
H 3.55 1.96 1.42
H 1.93 1.61 2.04
H 2.37 3.27 1.62
H 1.92 -0.03 -1.93
H 1.63 -0.52 -0.25
H 3.26 -0.10 -0.78
H -0.36 2.06 -1.47
H -0.21 3.27 -0.18
H -0.47 1.56 0.22
H 3.45 4.40 -4.12
H 5.05 4.94 -3.63
H 3.61 5.60 -2.84
H 5.11 1.04 -2.06
H 5.90 2.09 -3.23
H 4.31 1.43 -3.59
H 5.39 3.09 0.14
H 4.76 4.74 -0.05
H 6.20 4.22 -0.95
```

# 4
A cluster of 4 separate species, C13H36F3N3O6S in total. Source: the OMol25 dataset; level of theory: ωB97M-V with the def2-TZVPD basis set.

Energy relative to the best compared isomer or geometry (same formula, charge and spin), kcal/mol: 21.1
Lowest unoccupied orbital energy (spin up / spin down), eV: -2.19 / -2.20
Net charge: +1
2S+1: 2
HOMO level (spin up / spin down), eV: -5.28 / -12.07

Geometry as XYZ:
```
62
C13H36F3N3O6S (ωB97M-V with the def2-TZVPD basis set)
C -2.08 -3.53 -0.05
C -2.70 -3.84 -1.42
C -4.22 -4.19 -1.32
O -4.56 -4.86 -2.55
C -4.35 -6.32 -2.36
N -2.48 -2.91 -2.56
H -3.26 -2.45 -2.99
H -1.78 -2.26 -2.25
H -1.99 -3.32 -3.35
H -2.39 -2.54 0.30
H -1.00 -3.49 -0.19
H -2.23 -4.33 0.67
H -2.15 -4.66 -1.88
H -4.73 -3.25 -1.10
H -4.58 -4.80 -0.49
H -3.27 -6.43 -2.27
H -4.53 -6.83 -3.31
H -5.02 -6.67 -1.57
C -1.67 3.10 -1.01
C -0.31 3.89 -0.86
C -0.60 5.31 -0.17
O -1.17 5.01 1.11
C -1.64 6.25 1.73
N 0.70 3.08 -0.07
H 0.65 2.24 -0.62
H 1.66 3.41 -0.02
H 0.43 2.88 0.88
H -2.45 3.70 -1.49
H -2.09 2.60 -0.13
H -1.53 2.29 -1.73
H 0.20 4.05 -1.80
H -1.28 5.88 -0.81
H 0.28 5.93 -0.03
H -0.98 7.03 2.10
H -2.15 6.04 2.67
H -2.52 6.55 1.17
C 2.13 -1.14 3.24
C 3.25 -0.08 3.12
C 3.15 0.54 1.69
O 3.96 1.68 1.55
C 4.45 1.97 0.21
N 2.93 0.96 4.12
H 3.78 1.46 4.37
H 2.23 1.60 3.77
H 2.61 0.55 4.98
H 2.15 -1.63 4.21
H 2.55 -1.88 2.56
H 1.10 -0.87 3.02
H 4.23 -0.41 3.45
H 2.11 0.82 1.51
H 3.58 -0.14 0.95
H 5.05 2.88 0.19
H 3.59 2.27 -0.40
H 4.80 1.11 -0.35
C 2.40 -2.21 -1.62
F 3.56 -1.85 -2.11
F 1.99 -3.31 -2.20
F 2.57 -2.43 -0.37
S 1.12 -0.84 -2.02
O 1.18 -0.42 -3.40
O -0.20 -1.43 -1.68
O 1.51 0.22 -1.01
```